*P*
21
Properties=species:S:1:pos:R:3:lowdin_charge:R:1 method="wB97M-V/def2-TZVPD" gap_ev=3.8894 lumo_ev=-8.0046 charge=+1
C -0.0728 1.0386 -0.3156 -0.1513
O 0.2156 0.6581 -1.7247 -0.0179
C 0.8235 0.4229 0.7052 0.2245
C 0.6350 -1.0162 1.0576 -0.1160
C 0.0777 -1.3111 2.5434 -0.1654
C -1.3094 -0.6489 2.7800 -0.0790
N 0.3226 0.9121 -4.9481 -0.0119
H -1.1058 0.7015 -0.1821 0.1595
H -0.0329 2.0827 -0.1687 0.1160
H 1.1231 0.2881 -1.7383 0.1119
H 1.3147 1.0939 1.3998 0.1579
H -0.1024 -1.4884 0.4134 0.1312
H 1.5678 -1.5385 0.8760 0.1497
H -0.1475 -2.3616 2.6311 0.1077
H 0.8036 -1.0917 3.3428 0.1214
H -1.5226 -0.3775 3.8047 0.0800
H -1.2387 0.3483 2.2558 0.0682
H -2.1914 -1.1375 2.3447 0.0923
H 0.0141 1.2954 -4.0336 -0.0074
H 1.1868 1.3073 -5.3235 0.0055
H -0.3609 0.8223 -5.7200 0.0230

***

*Q*
21
Properties=species:S:1:pos:R:3:lowdin_charge:R:1 method="wB97M-V/def2-TZVPD" gap_ev=9.3151 lumo_ev=-3.4079 charge=+1
C -1.8075 0.9566 2.3918 0.0105
C -2.4210 0.3307 1.3891 -0.2943
O -3.7543 0.3438 1.2236 0.0486
H -0.8577 1.4545 2.2592 0.0352
H -2.2630 1.0788 3.3653 0.0757
H -1.8999 -0.2252 0.6010 0.0957
H -4.0538 -0.4602 0.7786 0.1187
C 1.1150 -0.7550 -0.2565 -0.1512
C 1.3974 0.1561 -1.4382 -0.2495
C 1.4956 -0.6051 -2.7546 -0.0766
N 0.9305 0.0880 0.9878 0.1769
H 0.1388 -1.2228 -0.3901 0.1247
H 1.8327 -1.5366 -0.0310 0.1392
H 2.3146 0.7249 -1.2388 0.1209
H 0.6184 0.9305 -1.4516 0.1212
H 2.3117 -1.3195 -2.6949 0.0858
H 0.5519 -1.0744 -3.0245 0.0854
H 1.7240 0.1122 -3.5392 0.0859
H 1.6995 0.7504 1.1212 0.1746
H 0.1314 0.7117 0.8514 0.1024
H 0.7958 -0.4393 1.8503 0.1702

***

*R*
21
Properties=species:S:1:pos:R:3:lowdin_charge:R:1 method="wB97M-V/def2-TZVPD" gap_ev=11.7040 lumo_ev=-2.9957 charge=+1 smiles=C[C@H]([NH3+])CCCO
C 1.9651 1.5445 -0.7836 -0.0391
C 0.7844 0.6044 -0.4808 -0.3218
N -0.3897 1.5721 -0.1133 0.2139
C 1.0540 -0.3971 0.6232 -0.1398
C -0.1193 -1.2838 1.1218 -0.1483
C -1.1302 -1.7327 0.0777 -0.1994
O -1.9868 -0.6420 -0.4381 -0.1209
H 2.3454 2.0282 0.1169 0.0964
H 1.7188 2.1391 -1.6582 0.0925
H 2.8467 0.9337 -1.0133 0.1020
H 0.4222 0.2760 -1.4571 0.1524
H -1.2945 1.0621 -0.0980 0.1300
H -0.2564 2.3425 -0.7652 0.1548
H -0.1731 1.9100 0.8262 0.1656
H 1.4917 0.1409 1.4624 0.1247
H 1.8436 -1.0481 0.2449 0.1336
H -0.6938 -0.8273 1.9205 0.1182
H 0.2741 -2.2324 1.4827 0.1250
H -0.8314 -2.2989 -0.8022 0.1270
H -1.8506 -2.3770 0.5856 0.1220
H -2.8726 -1.0375 -0.5283 0.1111

***

*S*
21
Properties=species:S:1:pos:R:3:lowdin_charge:R:1 method="wB97M-V/def2-TZVPD" gap_ev=10.2560 lumo_ev=-3.1927 charge=+1
C -0.9887 0.1359 0.7463 -0.1235
C 0.1619 -0.0562 1.7232 -0.1880
C 1.5226 -0.4915 1.2401 -0.1978
C 2.1699 1.6783 0.0882 0.0373
C 2.0052 0.3458 0.0437 -0.2082
N -0.6847 -0.5887 -0.6022 0.1684
H -1.1759 1.1364 0.2950 0.1336
H -2.0430 -0.1461 0.8304 0.1339
H 0.0291 0.6815 2.5274 0.1313
H -0.2821 -0.9766 2.2702 0.1441
H 1.5810 -1.5395 0.9613 0.1067
H 2.3066 -0.4197 2.0250 0.1387
H 1.7690 2.3562 0.8390 0.0784
H 2.6484 2.1670 -0.7425 0.0624
H 2.2106 -0.0987 -0.9545 0.1093
H -0.6967 -1.5477 -0.2621 0.1601
H -1.3962 -0.5166 -1.3472 0.0978
H 0.2209 -0.3102 -0.9822 0.1108
H -2.4450 -0.5295 -3.1463 0.0679
H -3.7224 -1.1088 -2.5299 0.0768
O -2.9400 -0.5859 -2.3197 -0.0400

***

Stability summary - winner: *R*; margin: 139.1 kJ/mol.

***

*P*
21
Properties=species:S:1:pos:R:3:lowdin_charge:R:1 method="wB97M-V/def2-TZVPD" gap_ev=12.6496 lumo_ev=-2.9889 charge=+1
C -1.7089 1.5328 0.0407 -0.0605
C -1.0346 0.2475 0.2879 -0.3158
N 0.2699 0.2116 -0.5374 0.0293
C 1.5780 0.2287 0.1980 -0.0853
C 1.1232 -0.1766 1.6367 -0.0939
C -0.4704 0.0737 1.6883 -0.0975
H -2.1703 1.4828 -0.9504 0.1012
H -1.1112 2.4581 0.2077 0.1175
H -2.3723 1.8875 0.8012 0.0882
H -1.4694 -0.7340 -0.1048 0.1761
H 0.2447 1.0177 -1.2842 0.2162
H 0.2535 -0.6333 -1.1732 0.1045
H 2.4025 -0.4075 -0.1395 0.1410
H 1.8169 1.2241 0.1548 0.0928
H 1.3963 -1.2089 1.9232 0.1165
H 1.5917 0.4864 2.3710 0.1111
H -0.7149 1.1362 2.1131 0.1461
H -1.0178 -0.5873 2.2617 0.0867
H 0.8863 -2.1268 -3.0757 0.0282
H -0.5890 -2.4110 -2.6400 0.1503
O 0.2550 -1.8127 -2.4766 -0.0527

***

*Q*
21
Properties=species:S:1:pos:R:3:lowdin_charge:R:1 method="wB97M-V/def2-TZVPD" gap_ev=10.3614 lumo_ev=-3.2053 charge=+1
C 0.7136 -0.5740 0.8126 -0.2453
C -0.2493 -0.2835 1.9346 -0.1565
C -1.7043 -0.0122 1.3050 -0.1784
C -2.5187 1.2122 -0.7864 0.0039
C -1.9072 0.1616 -0.2214 -0.2293
N 1.1780 0.5912 0.1403 0.2141
H 1.6958 -1.2398 1.2083 0.2054
H 0.1999 -1.2193 0.1078 0.1145
H 0.0851 0.6747 2.4675 0.1342
H -0.4882 -1.0329 2.7244 0.1314
H -2.6458 -0.6196 1.5339 0.1409
H -1.8840 1.0152 1.7060 0.1079
H -2.9762 2.1721 -0.3431 0.1092
H -2.5168 1.3073 -1.8162 0.0279
H -1.3973 -0.4781 -1.0644 0.1350
H 0.2703 0.9578 -0.1293 0.1406
H 1.6234 0.2572 -0.6766 0.1322
H 1.8116 1.1895 0.6332 0.1792
H 4.1129 -0.8461 -2.2395 0.1245
H 3.0216 -1.1182 -3.4171 0.0049
O 3.1046 -1.0230 -2.4929 -0.0963

***

*R*
21
Properties=species:S:1:pos:R:3:lowdin_charge:R:1 method="wB97M-V/def2-TZVPD" gap_ev=6.4920 lumo_ev=-7.6839 charge=+1
C -0.8073 1.9160 0.7121 -0.0306
C 0.1524 0.8468 0.3524 -0.0156
C -0.2574 -0.6231 0.3523 -0.1797
C -0.2986 -1.2055 1.7112 -0.1578
C 0.1657 -2.3825 2.1182 0.0856
N 0.0007 1.1599 -2.0943 0.1100
H -1.5868 1.9716 -0.0491 0.1104
H -0.3271 2.8866 0.8036 0.1065
H -1.2643 1.8226 1.6968 0.1272
H 1.1697 1.0184 0.6910 0.1570
H -1.2372 -0.6198 -0.1304 0.1410
H 0.2624 -1.3341 -0.2976 0.1116
H -0.7627 -0.6047 2.4923 0.1081
H 0.1601 -2.6990 3.1503 0.0827
H 0.7038 -3.0024 1.4177 0.0790
H 0.0894 0.9492 -1.0178 0.0041
H 0.6221 1.8561 -2.4983 0.0852
H -0.8262 1.1237 -2.6799 0.0929
H 1.9636 -1.1992 -1.7638 0.0468
H 0.9260 -0.5261 -2.7090 0.0089
O 1.1516 -1.3546 -2.2575 -0.0732

***

*S*
21
Properties=species:S:1:pos:R:3:lowdin_charge:R:1 method="wB97M-V/def2-TZVPD" gap_ev=9.4546 lumo_ev=-5.0563 charge=+1
C 0.5699 -2.3069 1.8812 -0.0868
C -0.7654 -1.5676 1.5454 -0.2535
C -0.6697 -0.1434 1.0358 -0.1619
C -0.7345 -0.0634 -0.6027 -0.0778
C -1.0998 2.2450 -1.7464 0.2117
N -0.3910 1.2319 -1.2466 0.0254
H 0.3978 -3.2448 2.3908 0.0728
H 0.9717 -1.7176 2.5632 0.0108
H 1.2999 -2.6824 1.0946 0.1026
H -1.2326 -1.3769 2.5101 0.1100
H -1.3425 -2.1760 0.7954 0.1229
H 0.3396 0.1295 1.3142 0.0995
H -1.4134 0.4616 1.5647 0.1146
H -1.7143 -0.2353 -0.8960 0.0894
H 0.0350 -0.7837 -1.1659 0.1891
H -0.7012 2.8316 -2.5515 0.1085
H -2.1267 2.4411 -1.2534 0.1536
H 0.5461 1.2863 -1.5611 0.0561
H 2.6308 2.6750 -2.1247 0.1259
H 3.1027 1.2280 -1.7819 0.0676
O 2.2975 1.7682 -1.7651 -0.0804

***

Stability summary - winner: *P*; margin: 135.1 kJ/mol.

***

*P*
21
Properties=species:S:1:pos:R:3:lowdin_charge:R:1 method="wB97M-V/def2-TZVPD" gap_ev=9.5599 lumo_ev=-3.3744 charge=+1
C 1.4445 -1.2671 0.6945 -0.1061
C -0.0746 -1.4754 0.6904 -0.1727
C -0.7474 -0.6612 -0.3767 -0.1524
C -1.2762 -1.0253 -1.5288 -0.1456
C -2.0032 -0.0744 -2.4114 -0.0957
N 1.6951 0.2206 1.0507 0.2020
H 1.9066 -1.8857 1.4567 0.1258
H 1.9500 -1.4024 -0.2554 0.1310
H -0.3233 -2.5343 0.7251 0.1309
H -0.4427 -1.0395 1.6305 0.1203
H -0.7665 0.4246 -0.2593 0.1067
H -1.1177 -2.0165 -1.9499 0.1180
H -2.8591 -0.5056 -2.9201 0.0785
H -2.4702 0.7415 -1.8545 0.0805
H -1.3648 0.3654 -3.1810 0.0854
H 0.8187 0.5736 1.4333 0.1239
H 2.4196 0.3010 1.7611 0.1677
H 1.9821 0.7174 0.2138 0.1643
H 0.5458 3.3606 2.4645 0.0488
H 0.2851 4.0172 1.0880 0.0532
O 0.3985 3.1656 1.5286 -0.0645

***

*Q*
21
Properties=species:S:1:pos:R:3:lowdin_charge:R:1 method="wB97M-V/def2-TZVPD" gap_ev=4.3771 lumo_ev=-8.1830 charge=+1
C -0.5777 -0.5639 0.6601 -0.1970
O -1.6608 -0.1024 -0.2100 0.0184
C 0.4442 0.4402 0.9985 0.2242
C 1.5433 0.8154 0.0507 -0.1202
C 2.8601 -0.0455 0.1273 -0.1854
C 2.7279 -1.5719 0.0796 -0.0645
N -4.8245 0.9743 -1.3592 0.0039
H -0.1371 -1.3700 0.0805 0.1221
H -1.1281 -0.9746 1.5096 0.1542
H -1.4372 0.7790 -0.5474 0.1022
H 0.0194 1.2849 1.5588 0.1623
H 1.1166 1.1058 -0.9286 0.1774
H 1.8383 1.7582 0.5109 0.1175
H 3.5121 0.4051 -0.6176 0.1214
H 3.2141 0.2296 1.1218 0.1159
H 3.5216 -1.9443 0.7120 0.0888
H 1.8361 -1.7777 0.6801 0.0541
H 2.5224 -2.0134 -0.8836 0.0902
H -4.6482 0.3221 -0.5996 -0.0023
H -5.2940 1.7737 -0.9594 0.0049
H -5.4483 0.4754 -1.9844 0.0121

***

Stability summary - winner: *P*; margin: 381.9 kJ/mol.

***

*P*
8
Properties=species:S:1:pos:R:3:lowdin_charge:R:1 method="wB97M-V/def2-TZVPD" gap_ev=10.5952 lumo_ev=0.3970 smiles="O=PO.C=O"
O 1.5113 -0.5986 0.8688 -0.4691
P 0.6597 -1.4915 0.0540 0.7608
O 0.8436 -0.8822 -1.4385 -0.3361
H 0.4952 -1.5938 -2.0936 0.0840
C -0.8955 1.1092 0.6461 -0.1282
O -1.4454 0.0461 0.4118 -0.0893
H 0.2105 1.2770 0.8127 0.0796
H -1.3795 2.1337 0.7387 0.0984

***

*Q*
8
Properties=species:S:1:pos:R:3:lowdin_charge:R:1 method="wB97M-V/def2-TZVPD" gap_ev="10.4536 / 6.3437" lumo_ev="-0.6448 / -1.2271"
C -1.0104 0.3815 0.1290 -0.1102
O 3.0392 -1.6882 0.3734 -0.6187
O 0.0720 0.4648 -0.7746 -0.2619
O 0.1185 1.6295 -1.4432 0.0045
P 1.6323 -1.8321 0.6297 0.7469
H -0.9865 -0.6319 0.5280 0.0465
H -1.9597 0.5657 -0.3810 0.0951
H -0.9055 1.1107 0.9387 0.0977

***

Stability summary - winner: *P*; margin: 531.6 kJ/mol.

***

*P*
9
Properties=species:S:1:pos:R:3:lowdin_charge:R:1 method="wB97M-V/def2-TZVPD" gap_ev=8.0511 lumo_ev=-0.8373 smiles="S=C(S)CS"
S 0.1658 2.1102 -0.0473 0.6151
C 0.3107 0.4402 0.0244 -1.2523
S 1.2149 -0.6683 -1.1369 0.6005
C -0.2070 -0.3361 1.1906 -0.8197
S -1.4693 -1.3398 0.6230 0.6604
H 2.2667 0.5150 -1.4793 0.0335
H 0.6357 -0.8316 1.9217 0.1398
H -1.0097 0.0772 1.9298 0.0720
H -1.0983 -2.0191 -0.6844 -0.0493

***

*Q*
9
Properties=species:S:1:pos:R:3:lowdin_charge:R:1 method="wB97M-V/def2-TZVPD" gap_ev=8.4325 lumo_ev=-0.5321 smiles="S=C(S)CS"
S -1.5258 -1.3020 -0.1849 0.6728
C -0.5793 -0.0696 0.3061 -1.2651
S -0.7291 1.6664 -0.0669 0.7700
C 0.7384 -0.3019 0.9253 -0.6935
S 2.0595 -0.3190 -0.3429 0.7139
H -1.8646 1.3185 -0.5968 -0.1502
H 0.8799 0.4675 1.6566 0.0578
H 0.7981 -1.2682 1.3556 0.0415
H 2.3582 0.9850 -0.2887 -0.1471

***

Stability summary - winner: *Q*; margin: 204.3 kJ/mol.

***

*P*
14
Properties=species:S:1:pos:R:3:lowdin_charge:R:1 method="wB97M-V/def2-TZVPD" gap_ev=9.9910 lumo_ev=1.1324 smiles=C1[C@@H]2[C@H]3[C@@H]2N2[C@H]3[C@H]12
C 0.3923 1.0420 -0.8146 -0.1164
C 1.0811 0.2039 0.3062 -0.1658
C 0.4870 -1.1924 0.4290 -0.0937
C 0.0644 -0.0917 1.3756 -0.1490
N -1.2779 0.0696 0.6919 0.0500
C -0.8635 -0.9897 -0.2652 -0.1691
C -0.9392 0.4174 -0.7032 -0.2548
H 0.8572 0.9531 -1.8156 0.1256
H 0.4142 2.1193 -0.5607 0.1251
H 1.9867 0.7071 0.0691 0.1192
H 0.9298 -2.1745 0.6202 0.1315
H 0.0605 -0.0134 2.4662 0.1359
H -1.5453 -1.7646 -0.5887 0.1291
H -1.7556 0.7702 -1.3077 0.1325

***

*Q*
14
Properties=species:S:1:pos:R:3:lowdin_charge:R:1 method="wB97M-V/def2-TZVPD" gap_ev="8.2451 / 8.2456" lumo_ev="0.8788 / 0.8787"
C 1.5524 0.9501 0.2891 -0.0956
C 1.7955 -0.3372 0.6322 -0.0630
C -1.0491 -0.3306 -0.0851 -0.1544
C 0.7626 0.6093 -0.8784 -0.0312
C 0.9783 -0.9643 -0.4946 -0.2732
C -2.3267 0.2157 0.2548 -0.0365
N -0.3478 -1.3457 -0.0085 0.0758
H 1.9442 1.8016 0.6941 0.0630
H 2.2458 -1.0059 1.3476 0.0935
H 0.8130 1.2797 -1.7434 0.0819
H 1.5424 -1.7775 -0.8759 0.1126
H -2.8723 -0.6790 0.4438 0.0860
H -2.5595 0.7269 -0.6273 0.0731
H -2.4788 0.8567 1.0515 0.0680

***

Stability summary - winner: *P*; margin: 177.7 kJ/mol.